1.
Formula: C34H51N2PRuSSe2
Source: OMol25
Level of theory: the ωB97M-V functional and the def2-TZVPD basis

Summary:
total energy = -7072.38594 a.u.
LUMO energy (spin up / spin down) = -7.0 / -8.0 eV
HOMO level (spin up / spin down) = -13.0 / -13.9 eV

```
! RIJCOSX wB97M-V def2-TZVPD def2/J DEFGRID3
* xyz 2 5
C -2.8383 1.9945 -2.8639
H 2.0014 4.0199 3.2995
C 5.0031 1.1868 -0.0416
H -1.2092 3.4626 0.2729
C -3.7660 -2.5139 -3.3479
C 1.2232 2.2465 1.3046
N -1.3700 -3.6003 0.4079
H 3.2066 -1.6841 -0.5734
H 2.2034 2.9004 -0.5097
H 0.5178 5.1088 3.2034
H 0.0467 -5.4710 2.4827
C 2.0359 -3.4964 1.4492
H -1.5559 0.1763 2.8842
C 2.2656 0.0839 1.3196
C 3.6290 0.3891 -2.0622
Se 0.3629 1.2526 -2.4368
C -0.0776 -3.3361 0.2801
H -5.1472 4.5768 -4.5567
N 0.7719 -4.0093 1.1019
H 4.3499 -1.3702 0.8445
H -4.1317 5.0455 -2.3557
H 5.9882 0.9823 -0.5384
H -2.7142 3.3915 -1.2218
H 4.8305 2.2579 -0.1537
H 5.0236 -1.4307 -0.7488
H -2.7331 -4.4018 -0.9361
H 2.2827 0.1947 4.6787
C -3.3658 1.7242 -4.1087
H 2.9440 -3.8425 0.8931
H 1.0356 4.5513 -0.3257
H 2.6074 -0.8608 1.6254
H -1.5013 2.9130 1.9561
C -2.0346 -4.0218 1.6558
H 2.2610 -3.6984 2.4838
C -4.4798 3.8490 -4.1055
C 2.7303 0.8174 0.2053
C 1.2629 0.9251 1.9879
C -0.8434 0.7703 3.5004
C -2.8177 -3.1549 -4.1973
C 0.5670 3.6018 1.6204
H 2.0124 -2.4239 1.3221
H 2.2104 4.8531 0.9367
H 0.4276 3.4816 3.7610
C -3.0568 3.1781 -2.2463
H 0.1682 -1.4696 4.4011
H 5.1996 1.0389 1.0510
H -2.9033 -3.3417 1.7151
Se -1.9875 0.4017 0.0009
Ru 0.5805 0.1689 -0.1490
C -3.4879 -1.2559 -2.7977
H 2.8574 -0.2756 -2.3450
H -1.4454 -3.8980 2.5736
P -1.7494 0.7754 -2.1516
C 0.6404 -1.1619 3.4339
C 0.6174 0.3796 3.2759
H -3.0822 -4.1340 -4.6006
C -1.6049 -2.5696 -4.4714
S 0.6044 -2.2501 -0.9150
H -1.1211 0.4703 4.5149
H -1.7656 -3.1640 -1.6212
C 0.9251 4.0667 3.0052
C -0.9302 3.5982 1.3282
C 0.5058 -5.3909 1.4962
H 1.6639 -1.5877 3.4472
C -2.1764 -0.7098 -3.0154
H -3.0387 -2.7520 -0.4143
H -1.0660 1.8213 3.4196
H -0.9603 -3.1489 -5.1386
C -3.8890 4.1374 -2.8699
C 2.1380 2.1431 0.2537
C 1.5207 0.9352 4.3515
H -0.1314 -5.8350 0.7827
C -2.3199 -3.4365 -0.7387
H -3.1053 0.8051 -4.6185
H -2.3085 -5.0628 1.5765
H 3.4381 1.4078 -2.4870
C 3.9003 0.2883 -0.5672
H -4.6920 2.4141 -5.6645
H 4.5252 0.0172 -2.5750
C 4.1296 -1.1604 -0.2403
H 0.9663 1.2131 5.2462
C 1.1544 4.6877 0.7318
H -4.2183 -0.7035 -2.1741
H 2.0600 1.7963 4.0233
H 0.0407 -1.6585 2.6528
C -1.2717 -1.3486 -3.8070
H -0.2805 -0.9060 -4.0013
H -4.7595 -2.8465 -3.2610
H 1.4734 -5.9734 1.4456
H 0.6267 5.6459 0.8544
C -4.2248 2.6320 -4.7187
H -1.3745 4.5774 1.6148
*
```

Atomic partial charges in e from the Mulliken method, atoms 1 to 2: number 1, C, carries 0.672; number 2, H, carries 0.323

2.
Formula: C54H138N6O18
Source: OMol25
Level of theory: the ωB97M-V functional and the def2-TZVPD basis

Summary:
SMILES string = COCCNCCOC.COCCNCCOC.COCCNCCOC.COCCNCCOC.COCCNCCOC.COCCNCCOC.CC(C)O.CC(C)O.CC(C)O.CC(C)O.CC(C)O.CC(C)O
ΔE to the lowest compared entry with this formula, charge and spin = 281.3 kJ/mol
total energy = -3822.70922 a.u.
LUMO energy = 0.5 eV
HOMO level = -8.0 eV

```
! RIJCOSX wB97M-V def2-TZVPD def2/J DEFGRID3
* xyz 0 1
H 2.0737 1.8737 4.6245
H 5.6915 2.8728 -4.9307
H -0.7883 -0.5100 -4.6322
C -0.0228 -2.0908 -0.1723
H -4.2272 -3.6455 3.8618
C -4.5016 7.4500 -0.6245
H -2.0397 5.7038 2.8466
H 2.5006 3.1072 -2.5766
H 5.3081 -3.0457 -2.1413
H 4.4284 4.0515 0.0822
H -5.6015 6.3073 -2.0550
H -0.9542 -6.5364 6.1143
H -3.8356 -2.6329 1.1342
H -5.6329 0.6274 -2.4115
H 2.0176 -1.0128 5.3524
C -3.6564 4.4923 -2.7728
H -2.1942 -1.1386 2.2571
C 2.8257 -0.1407 2.8155
H 4.3561 5.7020 -7.7199
C -1.2001 3.1503 -1.3982
H -2.1513 -5.6465 9.0242
H 3.1118 0.1091 3.8372
N 1.4827 0.3339 2.5271
C -1.4892 -6.5762 0.4390
H 2.3167 -3.2613 -5.8682
H 1.2017 -4.2907 3.1907
H -4.5058 4.5126 -3.4556
H -2.4760 3.0272 -3.7954
C -4.8652 0.3047 -0.2998
H 3.5739 0.2538 2.1281
H -2.5389 0.5333 -3.7021
H -4.2934 -4.1151 -1.2412
H 2.6673 4.1521 0.4004
H -1.8282 3.5503 -0.6022
H -6.9900 -5.1414 6.4227
C -1.2364 -5.4982 6.2893
H 0.3162 -0.0357 -5.9970
H -3.0665 -5.9015 -2.7763
H -2.3264 -5.4987 6.2880
H -0.7452 -0.3911 -1.3687
O 3.3756 4.6333 -1.4891
H 4.5468 -2.3001 -0.8028
H 9.0438 0.8943 0.4253
C 4.4137 5.2411 -6.7338
H 0.6133 -6.0408 1.6421
H 3.3065 2.8009 -0.5235
O 5.3606 6.0185 -6.0169
C -1.8018 -0.8794 4.6872
C 3.1085 5.3419 -5.8583
H -0.4992 3.2147 5.9475
H -1.9650 -3.7494 -2.3450
H -0.3895 -5.5362 9.4796
H -5.6894 1.9952 -1.4768
H 1.8717 -2.6967 5.7482
H -3.9957 8.2663 -1.1401
H -0.3436 -3.4365 2.8669
H 0.2774 1.7096 6.5944
C 7.0328 0.1152 -0.0816
H 2.4275 4.7842 -6.5012
H -3.4173 9.1107 1.1803
H 3.1529 -4.1020 0.7428
H 1.6239 -0.7982 -2.0426
H 2.1070 2.2959 2.1058
H -2.3375 -7.1647 0.7887
N -4.6176 -3.4767 2.9457
H 3.2882 2.7434 -4.8420
H 3.4036 -5.3172 -2.3558
C 1.3078 1.7732 2.6312
H -3.2226 -3.1495 -4.6700
H -5.4694 7.7879 -0.2539
H -6.8179 -4.6354 3.6741
H 3.4202 -2.1253 5.3130
C -1.7238 4.7148 2.5146
H -2.7940 0.6968 0.1078
C 0.1461 -4.4071 2.9451
H -3.8841 3.7995 -1.9627
O -6.4817 -3.4001 5.3195
O 0.0237 1.6042 4.5987
H 3.5444 -2.9959 -2.0601
H 1.1476 3.3015 4.2093
H 1.4415 4.1329 -1.7734
H 0.9621 -0.1883 -4.3794
H 2.1886 -0.5930 -0.3801
H -4.7279 -0.7456 -0.5570
H -3.1478 7.7681 2.4146
O 3.3170 1.7860 -4.7769
H -1.7533 -6.1503 -0.5290
H 0.0649 -2.4472 -6.0616
H -3.6870 -2.4444 -1.4303
C -0.3831 2.1363 5.8396
O -1.3770 -5.5430 1.3877
C 4.3364 -0.0987 -3.7132
H -4.9718 5.3772 -0.7174
C 4.3781 -4.5210 -0.9540
H -2.4866 2.0462 2.8125
C -5.8688 -2.7796 3.0734
C 0.2106 -0.5855 -5.0618
H -4.0209 2.7316 0.1969
H 2.4192 6.0466 -3.3898
C -6.8207 -3.5871 3.9730
H 4.3146 1.8737 -2.9277
H 5.2766 -4.7040 -0.3646
H 5.2975 -0.3605 -3.2707
O -3.7131 7.1921 0.4827
O -2.7046 -2.8606 -3.9152
H 2.4828 -2.3683 -4.3624
H 5.1700 1.0304 0.6748
H -3.9400 -0.4603 -3.3586
H 6.8409 6.0508 -7.5388
H -1.0115 -2.3065 0.2327
N -3.7133 0.7356 0.5244
N 3.3134 4.5970 -4.6070
N -0.4690 -5.3339 3.9348
H 5.7233 1.6439 -0.8015
H 3.5585 -0.4276 -3.0242
H 5.6320 1.2883 -5.5968
C 0.6152 -2.0388 -5.2140
C 1.4552 -0.2556 -1.1125
H -1.7470 2.4462 1.3642
H -2.6633 -3.4448 2.1510
H -0.2189 2.9209 -0.9825
O 4.2742 -5.4565 -1.9760
C -2.3198 4.0199 -3.3732
O -2.5123 -1.9117 4.1439
H -1.3236 4.3794 3.4714
H -0.8055 -2.4182 -4.0741
C 2.0774 -2.3201 -5.3731
H 6.6069 1.6130 -4.1312
H -2.7375 5.8798 -1.6198
H -1.0780 -6.8848 8.4665
H 3.9059 -1.9745 2.8449
C 1.1956 2.2204 4.0796
O -3.8645 1.3924 -2.3813
H -4.8318 -3.0810 -2.5864
H -2.1094 4.6161 -4.2611
H -0.8687 -0.8034 4.1289
O 2.0602 -2.3436 3.7174
H -5.6838 -1.7904 3.4923
O -0.7180 -5.0805 7.5749
H -1.5997 2.1594 -1.6136
H 3.1430 -5.8513 0.1651
C -3.5278 -2.7812 2.1692
C -5.0563 1.1210 -1.6293
C -3.7371 8.1485 1.5802
C -3.1713 -5.1534 -3.5621
H 2.5329 -2.0378 1.7836
H 0.4058 2.0308 2.0760
H -1.3487 1.7361 6.1486
H -3.7764 -0.7807 2.9312
H 7.6341 1.7801 1.1628
H -1.4926 -3.8588 5.1226
C -1.1191 -5.8263 8.7236
C -2.8922 -3.7971 -2.9159
H -2.7778 -0.2726 -2.0878
C 6.6954 5.8997 -6.4692
C -4.7290 6.1793 -1.4144
O -1.1808 4.0106 -2.5171
H 0.7195 -2.3134 0.5943
H 7.8842 -1.2238 1.0579
O 6.9909 -0.9167 0.8867
H -0.9508 4.8274 1.7544
O 0.1208 -2.6686 -4.1021
H -4.8552 2.0087 1.6297
H 4.8213 4.2403 -6.8767
C -3.9851 -3.3517 -1.9556
H -2.3323 0.0725 4.7109
H -1.5342 -1.1216 5.7157
H 4.3380 -0.7126 -4.6139
C -0.7101 -4.6137 5.1983
H 7.2768 6.7128 -6.0345
C -7.3101 -4.1165 6.2346
H 2.2641 -4.5543 -0.6458
C 5.6903 0.7163 -0.2300
C 5.6691 1.8207 -4.6464
C 0.0080 -5.1361 1.5849
H -4.7240 8.2146 2.0383
C 2.3655 -2.0051 5.0655
H -4.1581 -5.2619 -4.0121
C -3.2447 0.2551 -2.9195
H 1.5987 0.8129 -1.2736
H 0.4400 0.0996 1.0086
H -7.8241 -3.1848 3.8342
N -3.5446 5.8694 -2.2270
C -2.6947 2.5805 1.8855
H 2.8355 6.3913 -5.7474
O -0.2694 0.1415 0.3632
H 8.0590 1.8661 -0.5625
H -1.1784 -5.8664 3.4519
H 0.4105 -4.4870 0.8072
H 7.2503 -0.3826 -1.0266
C 2.3694 4.1641 -2.3444
H 1.2524 4.8039 -3.9996
H 0.1649 -2.7573 -1.0141
H 0.8689 -0.0279 3.2430
O -2.8784 3.9666 2.0846
C 2.2711 5.0028 -3.6667
H 0.2410 -4.1659 5.4863
H -5.7795 0.3224 0.2933
H -0.6590 -7.2736 0.3269
C 3.4328 3.8643 -0.3202
H -2.3956 -5.3668 -4.2975
H 7.1938 4.9701 -6.1945
C 8.0083 1.2142 0.3096
C -3.0036 -1.5463 2.8628
C 2.8618 -1.6740 2.7570
C -3.9243 2.0829 1.0675
H -8.3393 -4.1611 5.8786
H -7.3024 -3.6261 7.2081
C 4.3359 1.4154 -3.9164
H 5.0146 0.0536 -0.7707
C 3.1760 -4.7942 -0.0989
H 4.2448 4.7909 -4.2677
H 2.5492 -1.5371 -5.9668
C 4.4513 -3.1521 -1.4760
C 0.0469 -0.6896 -0.6821
H -6.2687 -2.5512 2.0855
*
```

Atomic partial charges in e from the Mulliken method, atoms 1 to 2: number 1, H, carries 0.284; number 2, H, carries 0.272

3.
Formula: C29H50BrN2O9S
Source: OMol25
Level of theory: the ωB97M-V functional and the def2-TZVPD basis

Summary:
total energy = -4892.97123 a.u.
LUMO energy = -5.4 eV
HOMO level = -10.5 eV

```
! RIJCOSX wB97M-V def2-TZVPD def2/J DEFGRID3
* xyz 1 1
H 1.3999 -2.6920 4.8292
C -2.0818 4.8762 1.8257
H -1.5083 -0.5274 -0.8016
H 4.0494 -1.3892 -1.6781
H -3.7356 -3.1728 -6.4663
H 4.5964 -6.8713 -6.5762
C 1.3451 -2.4412 -3.6574
C 3.2668 -5.5282 -5.4799
O -4.5853 1.4284 -0.6766
N 3.7534 -1.9672 -2.5176
H 2.1662 6.1627 4.8996
H 2.8108 -3.2712 -7.6370
H 2.6820 -6.1238 -4.7735
H -1.2402 6.6886 1.0521
H -0.6379 4.0117 0.4621
C 0.2707 -3.0413 -0.6440
Br 2.8226 -2.6513 0.6878
H -2.4060 0.7887 2.0898
H -6.0667 -3.6448 -5.2472
O 0.2072 -1.2729 3.9469
H 0.6503 6.5866 2.5026
C -1.3166 -2.8876 -4.7774
H 4.1456 -5.1320 -4.9596
C -0.2682 -2.8238 -3.4905
C -2.3599 -3.4308 -1.7174
H -1.0289 2.9668 1.8461
O -1.2010 -2.0122 -5.8083
O 0.6205 7.2714 5.7317
H 1.8133 5.8523 6.6140
H -2.2232 -1.7162 1.3497
C -1.4472 6.2283 2.0256
C 2.4728 -0.8432 4.4826
H 1.6740 -4.6274 -7.8063
H 1.7917 -2.1912 -4.7313
C 1.8993 6.6327 5.8501
C 3.6664 -6.3131 -6.7102
H -0.2797 5.8020 3.7987
H 3.2712 8.2206 5.3818
H 2.8741 -7.0239 -6.9738
C 0.7084 8.5790 6.3145
H -2.2137 -3.9908 0.5590
H 0.2741 0.7659 3.7146
H 1.7529 -2.3815 3.1148
H 3.7047 -1.2503 -3.2978
O 0.2298 4.5708 2.2368
C -3.6871 -3.1861 -5.2922
O -2.1054 2.1850 -0.3599
H -3.9934 -3.7639 -0.1531
C 2.6220 -4.3118 -7.3578
C -5.0316 -3.9646 -4.7631
H -5.9976 -5.0265 -2.9506
H -4.0702 -1.6503 0.8568
H 2.4205 9.6488 7.1508
O -3.3376 0.9794 1.7217
C 2.8861 7.7011 6.2674
C 0.2951 0.0347 4.5297
H 2.8579 -0.3237 3.5970
C 3.7529 -5.2340 -7.7584
H -3.1774 -0.7631 -1.7053
C 2.0183 8.6358 7.0698
O -2.4150 -3.8800 -4.9090
H -3.0581 -2.8196 -2.4684
N 1.7408 -2.6828 -0.8866
H 3.6579 -5.6061 -8.7817
C 2.2937 -2.3692 -2.2827
H 1.8830 8.2384 8.0827
C -0.7583 -3.0985 -1.9224
H 0.6875 9.3102 5.4994
C 1.6049 0.0915 5.2850
C 1.4860 -1.9116 4.0653
S -3.2105 1.1149 -0.0066
C -2.6899 -0.6051 -0.6529
H -4.2442 -5.8132 -3.5233
H -0.5698 0.2083 5.1765
H -2.4961 -4.5711 -2.0431
H 3.3226 -1.2428 5.0417
H -0.1279 -3.2755 0.4445
C -0.8817 4.0035 1.5297
H 4.7115 -4.7090 -7.6718
H -2.0610 6.9201 2.6079
C -2.9692 -1.8002 0.4342
C -0.1481 5.8697 2.7133
O 2.4874 -4.4128 -5.9335
H -0.1564 8.7526 6.9613
H 3.7359 7.3015 6.8265
H -2.8312 4.8552 1.0304
H -3.7300 -2.0721 -4.9184
H -2.5605 4.5500 2.7566
H 1.4697 -0.3059 6.2979
H 2.0071 1.1045 5.3660
C -5.0672 -4.9974 -3.6917
C -2.8847 -3.3230 -0.1676
*
```

Atomic partial charges in e from the Mulliken method, atoms 1 to 2: number 1, H, carries 0.334; number 2, C, carries -0.537

4.
Formula: CH4O3
Source: OMol25
Level of theory: the ωB97M-V functional and the def2-TZVPD basis

Summary:
SMILES string = OC(O)O
ΔE to the lowest compared entry with this formula, charge and spin = 59.0 kJ/mol
total energy = -266.21354 a.u.
LUMO energy = 0.6 eV
HOMO level = -11.0 eV

```
! RIJCOSX wB97M-V def2-TZVPD def2/J DEFGRID3
* xyz 0 1
H 1.4840 -0.3007 0.9263
H -1.4424 -1.1299 0.1298
O -0.4882 -1.0579 0.2603
C 0.0469 0.0195 -0.4413
H -0.5563 1.3656 0.7933
O -0.5776 1.2001 -0.1624
O 1.4835 0.0156 0.0192
H 0.0502 -0.1124 -1.5251
*
```

Atomic partial charges in e from the natural (NBO) method, atoms 1 to 2: number 1, H, carries 0.469; number 2, H, carries 0.484

5.
Formula: C6H8N
Source: OMol25
Level of theory: the ωB97M-V functional and the def2-TZVPD basis

Summary:
ΔE to the lowest compared entry with this formula, charge and spin = 147.5 kJ/mol
total energy = -287.69102 a.u.
LUMO energy (spin up / spin down) = -4.5 / -9.8 eV
HOMO level (spin up / spin down) = -13.7 / -16.2 eV

```
! RIJCOSX wB97M-V def2-TZVPD def2/J DEFGRID3
* xyz 1 3
C -2.4208 0.5845 0.1607
C -1.1557 1.1366 -0.3204
H 1.7768 0.5709 -0.3360
H -0.8884 -2.9717 -0.2997
H 1.5939 0.2490 1.1970
C 0.0273 -1.0760 0.0520
N -3.3158 0.1106 0.6648
C 0.0179 0.3851 0.0753
H -1.9593 -1.6173 -0.7305
H -1.3466 1.2614 -1.4121
H -1.1340 2.1521 0.0964
H 0.9392 -1.5635 0.3437
H 1.4422 1.9382 0.7187
C 1.2949 0.9262 0.4509
C -0.9126 -1.9071 -0.4363
*
```

Atomic partial charges in e from the natural (NBO) method, atoms 1 to 2: number 1, C, carries 0.257; number 2, C, carries -0.602

6.
Formula: C29H20IIrO2PS
Source: OMol25
Level of theory: the ωB97M-V functional and the def2-TZVPD basis

Summary:
ΔE to the lowest compared entry with this formula, charge and spin = 76.9 kJ/mol
total energy = -2408.46908 a.u.
LUMO energy (spin up / spin down) = -7.2 / -10.2 eV
HOMO level (spin up / spin down) = -13.1 / -14.6 eV

```
! RIJCOSX wB97M-V def2-TZVPD def2/J DEFGRID3
* xyz 2 6
H -0.0444 -2.0165 1.3648
C -2.4751 1.9580 2.4109
C -3.3428 -1.6466 0.6900
C -4.7222 1.5945 3.2625
H -4.7837 3.0996 0.2133
C -0.8723 -0.6538 -0.0869
C 3.7332 0.0197 1.3060
H 1.0886 1.4161 -5.9640
C 5.4753 -1.3664 2.2444
C 1.0119 1.1597 -4.9161
C -2.1858 3.0419 0.0533
C -3.2680 -0.6618 -0.2867
C 3.5597 -3.3971 -0.1603
H -4.3057 -2.0414 0.9861
H -1.9868 0.6317 -1.4156
C 0.7856 0.5246 -2.2263
C 3.9376 -2.2728 0.6013
C 3.1839 -1.0462 0.5389
C 1.6749 1.5206 -2.6391
H -4.1680 -0.2845 -0.7540
H -2.2450 -2.8947 2.0481
S -0.8232 1.7111 2.7976
C 2.4329 -3.3800 -0.9590
C 0.0204 -0.1641 -3.1688
C -5.2423 2.1722 2.1077
C -4.3873 2.6416 1.1085
H 5.5828 -3.3562 1.4469
C 1.9957 -1.0797 -0.2454
C -3.0193 2.5393 1.2397
H -0.6751 -0.9355 -2.8629
C -2.1849 -2.1311 1.2838
C 1.7869 1.8350 -3.9819
C -0.9484 -1.6385 0.8995
H 2.2672 2.0597 -1.9089
H 5.1725 0.6772 2.7567
H 0.7749 -2.2218 -1.5976
H -6.3123 2.2676 1.9786
Ir 0.6655 2.2408 0.8094
H -0.4696 -0.3589 -5.2399
H 4.1788 -4.2853 -0.1126
H 2.4674 2.6137 -4.2982
H 2.1386 -4.2437 -1.5393
O -0.9515 3.3289 0.3461
O -2.7169 3.1606 -1.0225
C -3.3603 1.5012 3.4221
C 1.6707 -2.2282 -0.9906
C 5.0578 -2.4089 1.4361
I 3.2437 2.1168 1.2177
C -2.0379 -0.1540 -0.6707
H 6.3194 -1.4760 2.9118
C 0.1342 0.1631 -4.5099
H -2.9393 1.0735 4.3233
H -5.3816 1.2319 4.0389
C 4.8134 -0.1531 2.1626
P 0.6764 0.1960 -0.4493
*
```

Atomic partial charges in e from the Mulliken method, atoms 1 to 2: number 1, H, carries 0.443; number 2, C, carries 0.865